Record 1
Entry from the OMol25 dataset: a cluster of 7 separate species, C42H58Br2N3O22P in total (ωB97M-V/def2-TZVPD).

Last column: Löwdin charge in e.
Element x y z (Å)
C  -2.552  -5.256  3.419  -0.191
C  -3.111  -4.664  2.171  -0.704
Br  -3.704  -6.007  0.969  0.894
C  -3.199  -3.359  1.900  -0.578
Br  -2.563  -2.245  3.305  0.956
C  -3.764  -2.765  0.596  -0.356
C  -5.164  -3.200  0.516  -0.248
N  -6.206  -3.641  0.436  0.238
C  -3.059  -3.311  -0.672  -0.115
C  -1.620  -3.704  -0.461  -0.247
O  -0.821  -3.051  0.154  0.078
C  -3.829  -1.182  0.506  -0.362
C  -4.571  -0.655  1.652  -0.299
N  -5.144  -0.260  2.547  0.220
C  -2.438  -0.483  0.564  -0.167
C  -1.619  -0.253  -0.716  -0.164
C  -0.169  0.158  -0.330  -0.164
C  -0.037  0.924  0.971  -0.132
N  1.371  1.202  1.262  -0.119
C  2.424  0.325  1.198  -0.094
C  3.568  1.005  1.580  -0.092
C  3.198  2.330  1.881  -0.084
C  1.835  2.431  1.672  -0.081
C  -4.662  -0.747  -0.749  -0.129
P  -6.308  0.012  -0.592  0.400
O  -6.821  0.114  -1.964  -0.279
O  -7.297  -0.823  0.310  -0.103
O  -6.211  1.479  0.040  -0.109
H  -2.508  -6.331  3.370  0.057
H  -3.097  -4.897  4.282  0.076
H  -1.533  -4.900  3.503  0.056
H  -3.565  -4.194  -1.032  0.080
H  -3.095  -2.597  -1.488  0.120
H  -1.306  -4.653  -0.922  0.127
H  -2.623  0.511  0.960  0.125
H  -1.801  -0.974  1.281  0.028
H  -1.528  -1.117  -1.357  0.084
H  -2.046  0.585  -1.258  0.107
H  0.393  -0.769  -0.300  0.086
H  0.261  0.767  -1.120  0.125
H  -0.521  1.888  0.881  0.131
H  -0.409  0.362  1.821  0.119
H  2.337  -0.705  0.920  0.106
H  4.562  0.610  1.654  0.074
H  3.843  3.116  2.219  0.080
H  1.162  3.256  1.786  0.108
H  -4.805  -1.577  -1.427  0.100
H  -4.124  -0.005  -1.326  0.095
H  -7.745  -0.243  0.944  0.100
H  -5.338  1.852  -0.130  0.084
C  7.275  5.950  2.430  -0.019
C  6.112  6.396  1.585  -0.328
C  5.250  7.492  2.167  -0.093
O  3.974  7.226  1.561  0.060
C  3.926  5.895  1.287  -0.557
O  2.956  5.296  0.961  0.163
O  5.147  5.337  1.455  0.078
H  7.690  5.022  2.037  0.084
H  8.061  6.705  2.451  0.089
H  6.955  5.747  3.453  0.091
H  6.448  6.662  0.579  0.158
H  5.590  8.494  1.918  0.136
H  5.139  7.402  3.250  0.137
C  1.201  -3.267  -3.648  -0.017
C  1.178  -1.766  -3.506  -0.330
C  0.622  -0.992  -4.684  -0.074
O  1.305  0.267  -4.539  0.050
C  2.487  0.026  -3.923  -0.568
O  3.366  0.813  -3.820  0.172
O  2.512  -1.236  -3.433  0.087
H  1.794  -3.715  -2.852  0.090
H  0.189  -3.671  -3.601  0.083
H  1.652  -3.561  -4.596  0.089
H  0.658  -1.483  -2.585  0.134
H  -0.456  -0.848  -4.642  0.138
H  0.892  -1.430  -5.648  0.140
C  1.802  2.758  -7.213  -0.013
C  0.561  3.178  -7.950  -0.324
C  -0.271  4.223  -7.247  -0.086
O  -1.586  3.946  -7.757  0.055
C  -1.629  2.632  -8.086  -0.574
O  -2.619  2.040  -8.365  0.154
O  -0.389  2.095  -8.045  0.086
H  2.234  1.863  -7.660  0.091
H  2.545  3.554  -7.231  0.093
H  1.568  2.518  -6.175  0.083
H  0.803  3.491  -8.970  0.156
H  0.021  5.243  -7.481  0.139
H  -0.283  4.086  -6.164  0.130
C  -6.033  1.479  -5.396  -0.015
C  -5.028  2.313  -4.649  -0.325
C  -4.716  3.658  -5.253  -0.080
O  -3.375  3.891  -4.781  0.062
C  -2.798  2.683  -4.583  -0.575
O  -1.640  2.512  -4.368  0.149
O  -3.718  1.697  -4.667  0.081
H  -6.035  0.460  -5.012  0.086
H  -7.033  1.895  -5.281  0.095
H  -5.793  1.428  -6.459  0.090
H  -5.337  2.411  -3.604  0.150
H  -5.382  4.449  -4.921  0.139
H  -4.695  3.630  -6.342  0.138
C  -0.491  -5.504  9.190  -0.020
C  -1.013  -5.436  7.778  -0.329
C  -1.757  -6.658  7.300  -0.085
O  -1.553  -6.609  5.876  0.041
C  -0.373  -5.956  5.673  -0.564
O  0.202  -5.893  4.637  0.161
O  0.064  -5.394  6.824  0.090
H  0.205  -4.687  9.378  0.090
H  -1.312  -5.434  9.903  0.092
H  0.046  -6.437  9.362  0.090
H  -1.615  -4.533  7.639  0.160
H  -2.820  -6.637  7.526  0.141
H  -1.322  -7.585  7.678  0.140
C  5.196  -1.055  5.177  -0.017
C  6.008  -0.474  4.049  -0.336
C  7.462  -0.887  4.007  -0.091
O  8.071  0.230  3.343  0.064
C  7.305  1.320  3.596  -0.563
O  7.607  2.438  3.336  0.161
O  6.139  0.954  4.179  0.080
H  4.236  -0.546  5.253  0.090
H  5.018  -2.117  5.011  0.091
H  5.710  -0.929  6.132  0.087
H  5.520  -0.674  3.091  0.137
H  7.640  -1.803  3.450  0.138
H  7.899  -0.975  5.005  0.137

ΔE to the lowest compared entry with this formula, charge and spin	0.0	kcal/mol
E_tot	-8944.26570	Ha
SMILES	C/C(Br)=C(\Br)[C@](C#N)(CC=O)[C@@](C#N)(CCCCn1cccc1)CP(=O)(O)O.C[C@@H]1COC(=O)O1.C[C@@H]1COC(=O)O1.C[C@@H]1COC(=O)O1.C[C@@H]1COC(=O)O1.C[C@@H]1COC(=O)O1.C[C@@H]1COC(=O)O1
net charge	0
Kohn-Sham gap	7.7	eV
spin multiplicity	1

Record 2
Entry from the OMol25 dataset: a structure of composition C42H58N9OPtS2Si (ωB97M-V/def2-TZVPD).

Last column: Löwdin charge in e.
Element x y z (Å)
Pt  0.114  0.470  0.087  0.882
S  7.002  -0.123  -1.219  1.071
C  7.327  -0.082  -2.897  -0.393
C  6.187  -0.049  -3.636  -0.170
C  5.023  -0.056  -2.838  -0.110
C  5.287  -0.100  -1.493  -0.471
C  4.351  -0.110  -0.382  -0.189
C  2.978  0.011  -0.608  -0.107
N  2.068  0.013  0.354  -0.066
C  2.468  -0.129  1.655  -0.162
C  3.840  -0.240  1.975  -0.132
C  4.209  -0.354  3.357  0.002
C  3.282  -0.364  4.337  0.002
C  1.884  -0.268  4.043  -0.122
C  0.890  -0.257  5.018  0.041
C  -0.453  -0.209  4.656  -0.180
C  -0.735  -0.174  3.277  -0.076
N  0.185  -0.108  2.348  0.025
C  1.492  -0.164  2.688  -0.178
C  -1.527  -0.184  5.631  -0.473
C  -2.880  -0.122  5.410  -0.116
C  -3.640  -0.081  6.601  -0.177
C  -2.862  -0.108  7.716  -0.398
S  -1.197  -0.191  7.337  1.070
C  4.772  -0.228  0.944  0.046
H  8.347  -0.077  -3.241  0.072
H  6.176  -0.022  -4.714  0.110
H  4.028  -0.033  -3.256  0.112
H  2.596  0.088  -1.616  0.116
H  5.262  -0.428  3.592  0.124
H  3.577  -0.456  5.374  0.124
H  1.166  -0.297  6.064  0.105
H  -1.761  -0.217  2.932  0.100
H  -3.328  -0.098  4.429  0.104
H  -4.717  -0.034  6.626  0.106
H  -3.173  -0.076  8.746  0.071
H  5.826  -0.310  1.172  0.107
C  -6.744  -0.607  0.072  -0.003
N  -5.308  -0.617  0.219  -0.088
C  -4.468  0.390  -0.385  -0.015
C  -3.077  -0.132  -0.007  -0.450
O  -2.045  0.429  -0.368  -0.125
N  -3.207  -1.246  0.732  0.181
C  -4.513  -1.514  0.821  -0.388
N  -4.963  -2.583  1.475  0.223
H  -7.143  0.345  0.422  0.102
H  -7.203  -1.403  0.653  0.084
H  -7.020  -0.738  -0.976  0.103
H  -4.647  1.378  0.047  0.143
H  -4.607  0.447  -1.467  0.150
H  -4.293  -3.232  1.850  0.120
H  -5.933  -2.838  1.469  0.107
C  -0.295  4.758  -2.245  -0.098
C  -0.661  3.359  -1.732  -0.602
C  -2.190  3.344  -1.616  -0.106
C  -0.257  2.317  -2.787  -0.126
Si  0.261  2.909  -0.028  0.818
C  2.103  3.630  -0.070  -0.589
C  2.097  5.152  0.132  -0.089
C  2.798  3.314  -1.400  -0.089
C  2.991  3.038  1.034  -0.084
C  -0.725  3.614  1.524  -0.603
C  -1.091  5.094  1.351  -0.082
C  0.098  3.459  2.808  -0.094
C  -2.036  2.839  1.716  -0.109
H  -0.881  4.982  -3.141  0.090
H  0.754  4.850  -2.513  0.058
H  -0.527  5.523  -1.503  0.069
H  -2.624  3.459  -2.614  0.088
H  -2.551  4.177  -1.011  0.066
H  -2.554  2.413  -1.197  0.036
H  -0.846  2.455  -3.699  0.084
H  -0.428  1.302  -2.423  0.025
H  0.796  2.411  -3.052  0.062
H  1.415  5.667  -0.540  0.060
H  3.103  5.540  -0.051  0.092
H  1.834  5.408  1.157  0.067
H  2.354  3.843  -2.239  0.061
H  2.774  2.247  -1.614  0.048
H  3.848  3.616  -1.341  0.095
H  2.521  3.059  2.014  0.062
H  3.919  3.613  1.095  0.098
H  3.258  2.012  0.807  0.037
H  -0.214  5.733  1.292  0.063
H  -1.683  5.424  2.210  0.091
H  -1.692  5.260  0.457  0.060
H  0.950  4.136  2.818  0.067
H  0.463  2.437  2.929  0.056
H  -0.519  3.701  3.679  0.090
H  -2.723  3.016  0.891  0.056
H  -2.523  3.168  2.639  0.090
H  -1.848  1.768  1.787  0.030
C  0.007  -2.893  0.989  -0.189
N  -0.085  -4.349  0.954  -0.082
C  1.190  -4.882  0.472  -0.165
N  1.517  -4.369  -0.858  -0.083
C  1.584  -2.915  -0.787  -0.182
N  0.316  -2.314  -0.334  -0.102
C  -0.740  -2.754  -1.266  -0.174
N  -0.848  -4.208  -1.341  -0.084
C  -1.132  -4.715  0.001  -0.172
C  0.440  -4.752  -1.770  -0.166
H  0.799  -2.619  1.688  0.117
H  -0.947  -2.488  1.328  0.097
H  1.132  -5.971  0.428  0.129
H  1.979  -4.591  1.170  0.128
H  1.830  -2.523  -1.778  0.128
H  2.378  -2.644  -0.087  0.118
H  -0.519  -2.367  -2.264  0.132
H  -1.690  -2.356  -0.921  0.094
H  -1.223  -5.803  -0.037  0.128
H  -2.078  -4.282  0.340  0.114
H  0.668  -4.381  -2.772  0.128
H  0.373  -5.842  -1.800  0.128

ΔE to the lowest compared entry with this formula, charge and spin	6.0	kcal/mol
E_tot	-3408.33335	Ha
net charge	+1
Kohn-Sham gap (spin up / spin down)	6.0 / 6.0	eV
spin multiplicity	1

- Which formula does entry 1 have?
  C42H58Br2N3O22P